Density functional theory data (ωB97M-V with the def2-TZVPD basis set) for a single C23H25N5O3S molecule at a distorted geometry.

Properties
Molecular weight, g mol⁻¹: 451.55
SMILES: Cc1nc(SCC(=O)c2c(C)[nH]c3ccccc23)c2c(=O)n(C)c(=O)n(CC(C)C)c2n1
HOMO level, eV: -8.1
LUMO energy, eV: 0.27
Multiplicity: 1
Relative energy (zero: lowest compared OMol25 entry of this formula, charge and spin), kJ/mol: 11.7

Structure (XYZ):
```
57
Properties=species:S:1:pos:R:3:forces:R:3:nbo_charge:R:1
C 2.027202 -0.138881 -0.379556 0.0 0.1 0.0 -0.6578
C 0.644342 0.118575 0.112211 -0.1 0.1 0.2 0.4957
N -0.315609 -0.685162 -0.326558 -0.2 -0.2 0.2 -0.5533
C -1.564225 -0.430324 0.051578 0.1 0.4 0.4 0.1631
S -2.850863 -1.353479 -0.617469 -0.2 -0.6 -0.6 0.4116
C -1.872691 -2.324256 -1.819606 -0.2 0.5 0.5 -0.6368
C -0.854910 -1.458129 -2.552241 -0.2 -0.3 -0.1 0.6049
O -1.175695 -0.375796 -2.998036 0.0 -0.1 -0.2 -0.5834
C 0.434263 -2.076762 -2.847245 0.5 -0.2 -0.3 -0.2818
C 1.167415 -3.030523 -2.165534 -0.4 0.2 0.1 0.2570
C 0.950471 -3.690683 -0.850390 0.0 -0.1 0.0 -0.6716
N 2.317999 -3.282680 -2.853019 0.2 -0.2 0.2 -0.5181
C 2.371801 -2.515413 -3.987066 -0.3 0.5 -0.4 0.1157
C 3.334986 -2.440673 -4.982401 0.1 0.0 0.0 -0.2450
C 3.111349 -1.551125 -6.012912 0.1 -0.1 0.0 -0.2122
C 1.960119 -0.761488 -6.051753 -0.1 0.1 -0.1 -0.2343
C 0.999583 -0.837062 -5.066321 0.0 0.1 -0.1 -0.1954
C 1.204629 -1.724079 -4.012811 0.3 -0.3 0.1 0.0001
C -1.841948 0.601754 0.964261 0.4 -0.2 -0.2 -0.3226
C -3.188255 0.884165 1.398292 0.1 0.0 0.1 0.6811
O -4.152076 0.215307 1.076728 0.0 0.2 0.1 -0.5889
N -3.290874 1.999091 2.214815 -0.2 0.0 0.0 -0.4531
C -4.612010 2.420566 2.647614 -0.3 0.1 0.1 -0.4163
C -2.235791 2.782320 2.645747 0.0 0.0 -0.1 0.8097
O -2.426884 3.771210 3.314377 -0.1 0.1 0.1 -0.6111
N -0.960568 2.380721 2.278301 0.1 0.0 0.1 -0.4320
C 0.166684 3.145883 2.787764 0.5 0.4 0.3 -0.2237
C 0.745967 2.583924 4.096745 -0.2 -0.1 -0.1 -0.2154
C -0.295630 2.556319 5.212363 0.2 0.2 -0.1 -0.6112
C 1.355296 1.198042 3.902658 0.1 0.3 0.1 -0.6084
C -0.752429 1.363192 1.397827 -0.3 -0.7 -0.6 0.4854
N 0.482530 1.128394 0.950790 0.0 0.4 0.3 -0.5357
H 2.388053 -1.087259 0.013037 0.1 -0.1 0.0 0.2265
H 2.683146 0.662667 -0.055796 0.1 0.0 0.0 0.2332
H 2.016528 -0.205157 -1.464968 0.1 0.0 -0.1 0.2477
H -1.430445 -3.174198 -1.314980 0.1 -0.1 -0.1 0.2252
H -2.605957 -2.673179 -2.548495 0.0 0.0 0.0 0.2564
H 1.905016 -4.005504 -0.430147 0.0 0.0 0.1 0.2181
H 0.322511 -4.577447 -0.947328 0.0 0.0 0.1 0.2307
H 0.475816 -2.994396 -0.162729 0.0 0.0 0.1 0.2533
H 3.030278 -3.930376 -2.557675 -0.1 0.1 0.0 0.4114
H 4.222573 -3.055366 -4.950234 0.1 0.0 0.0 0.2112
H 3.839108 -1.462770 -6.805800 0.1 0.0 -0.1 0.2117
H 1.825104 -0.077278 -6.876225 0.0 0.1 -0.1 0.2120
H 0.112529 -0.225090 -5.091526 -0.1 0.1 0.0 0.2379
H -4.654148 2.441355 3.736163 0.0 0.0 -0.1 0.2150
H -4.822835 3.421052 2.270818 0.0 0.0 0.0 0.2163
H -5.328913 1.705526 2.250797 0.1 0.1 0.1 0.2439
H -0.191150 4.163379 2.958738 0.1 -0.1 -0.1 0.2367
H 0.934060 3.138956 2.012597 -0.1 0.1 0.1 0.2347
H 1.545335 3.275539 4.385236 0.0 0.0 -0.1 0.2045
H 0.175726 2.300681 6.158599 0.0 -0.1 0.1 0.2100
H -0.781067 3.523131 5.312664 -0.1 0.1 0.1 0.2261
H -1.061773 1.811554 5.004813 -0.1 -0.1 0.0 0.1963
H 1.860435 0.882559 4.812823 0.0 -0.1 0.1 0.2097
H 0.583395 0.466105 3.673983 -0.1 -0.1 0.0 0.1969
H 2.072499 1.202567 3.086485 0.1 -0.1 -0.1 0.2180
```
Positions in Å, forces in eV/Å.



Density functional theory data (ωB97M-V with the def2-TZVPD basis set) for a single C6H12O2 molecule at a distorted geometry.

Properties
Molecular weight, g mol⁻¹: 116.16
SMILES: C=C(CC(C)C)OO
HOMO level, eV: -9.2
LUMO energy, eV: 0.96
Multiplicity: 1
Relative energy (zero: lowest compared OMol25 entry of this formula, charge and spin), kJ/mol: 439.6

Structure (XYZ):
```
20
Properties=species:S:1:pos:R:3:forces:R:3:nbo_charge:R:1
C -0.341040 2.223288 0.809441 -0.4 0.0 -0.5 -0.4833
C -0.894279 1.299530 0.033968 -2.7 0.5 -2.1 0.3283
C -0.675248 -0.135664 -0.211275 3.0 -0.8 1.6 -0.4811
C 0.802105 -0.578326 0.358906 -1.5 -0.3 -0.8 -0.1916
C 1.862370 -0.385701 -0.721983 0.0 0.1 0.1 -0.6145
C 0.719105 -2.040200 0.791834 0.1 0.0 0.2 -0.6063
O -2.009097 1.735748 -0.924398 2.0 0.3 1.7 -0.3155
O -3.030903 0.707897 -1.007928 0.3 0.3 0.1 -0.4629
H 0.510784 2.026847 1.448236 -0.1 -0.2 -0.2 0.2189
H -0.718116 3.241257 0.791129 -0.1 -0.2 0.0 0.2269
H -1.433106 -0.719693 0.318864 0.0 0.1 -0.2 0.2385
H -0.674529 -0.380876 -1.277753 -0.3 0.2 0.2 0.2360
H 1.085324 -0.000694 1.242362 -0.3 0.1 -0.1 0.1935
H 1.636799 -0.986591 -1.609707 0.0 0.1 0.1 0.2022
H 1.935357 0.661522 -1.028815 0.0 -0.1 0.0 0.2143
H 2.847816 -0.698491 -0.358830 -0.1 0.1 0.0 0.2084
H 0.397795 -2.686312 -0.030527 0.0 0.1 0.0 0.2025
H 0.011064 -2.157979 1.618649 0.0 0.0 -0.1 0.2074
H 1.693671 -2.396312 1.143733 -0.1 0.0 -0.1 0.2061
H -3.725870 1.270751 -1.385908 0.1 -0.2 0.2 0.4723
```
Positions in Å, forces in eV/Å.



Density functional theory data (ωB97M-V with the def2-TZVPD basis set) for a molecular structure, C33H39Cl3InN9O2S2.

Properties
Molecular weight, g mol⁻¹: 879.05
HOMO level, eV: -7.6
LUMO energy, eV: 0.55
Multiplicity: 1
Relative energy (zero: lowest compared OMol25 entry of this formula, charge and spin), kJ/mol: 0.0

Structure (XYZ):
```
89
Properties=species:S:1:pos:R:3:forces:R:3:lowdin_charge:R:1
In -0.440826 0.967115 -0.043048 -0.1 0.1 0.1 0.7685
C 1.477478 -1.287696 -1.859434 0.1 0.0 0.0 -0.1905
N 0.733644 -0.044240 -1.759531 -0.3 0.2 0.4 -0.0293
C 0.642146 0.666409 -2.841326 0.0 -0.1 -0.1 -0.0903
C -0.140454 1.825479 -2.913754 -0.1 0.2 -0.2 -0.3255
C -0.425543 2.696765 -3.981026 0.1 -0.2 0.0 -0.0373
C -1.354719 3.604630 -3.496344 -0.1 0.1 0.0 -0.0852
C -1.597513 3.250333 -2.157749 -0.2 0.0 0.0 -0.1715
N -0.867397 2.193743 -1.816333 -0.1 -0.3 0.2 -0.0246
C 2.982875 -1.117797 -1.857468 0.0 0.0 0.0 -0.2140
C 3.598467 0.123008 -1.741711 -0.1 -0.1 0.0 -0.0536
C 4.985317 0.221964 -1.754694 0.0 0.0 0.0 -0.0837
C 5.767138 -0.913485 -1.885839 0.0 0.0 0.0 -0.0947
C 5.157512 -2.157106 -1.997501 0.0 0.0 0.0 -0.0851
C 3.776814 -2.256501 -1.981006 0.1 0.0 0.0 -0.0425
H 1.195477 -1.810374 -2.781795 0.0 0.0 0.1 0.1309
H 1.178224 -1.917825 -1.022658 0.0 -0.1 0.0 0.0804
H 1.162595 0.339524 -3.743720 0.0 0.0 0.0 0.1512
H 0.000520 2.652530 -4.972059 0.0 0.0 0.0 0.1020
H -1.814627 4.419146 -4.032779 0.0 0.0 0.0 0.0917
H -2.270476 3.707671 -1.449364 0.0 0.0 0.0 0.1086
H 2.989748 1.014098 -1.643328 0.0 0.0 0.0 0.1101
H 5.454180 1.194828 -1.669316 0.0 0.0 0.0 0.1056
H 6.846316 -0.832932 -1.909702 0.0 0.0 0.0 0.0996
H 5.758625 -3.051025 -2.106467 0.0 0.0 0.0 0.1014
H 3.305497 -3.229171 -2.071676 0.0 0.0 0.0 0.1166
C 3.893646 1.427087 1.526346 0.0 0.0 -0.1 -0.0266
N 2.916454 1.695386 2.562121 0.1 0.2 0.1 -0.0722
C 3.169823 2.875833 3.378961 0.0 0.0 0.1 -0.1123
C 1.819308 3.140766 4.031600 0.0 0.0 0.0 -0.1073
N 0.900015 2.382059 3.194768 0.1 0.2 -0.2 -0.0768
C -0.430392 2.140555 3.701321 -0.1 0.0 0.0 -0.0322
C 1.575022 1.499560 2.415612 0.1 -0.2 0.4 -0.3654
N 1.003849 0.534958 1.737810 -0.3 -0.1 -0.6 0.0212
C 1.777076 -0.706447 1.596989 -0.3 -0.4 0.4 -0.2009
C 0.932199 -1.917882 2.032512 0.0 0.2 -0.1 -0.2339
N 0.096240 -2.437828 0.977884 0.0 -0.1 -0.2 0.0845
C -0.856541 -3.251038 1.257840 0.4 0.2 -0.1 -0.3874
N -1.660767 -3.786657 0.282587 -0.3 0.0 0.0 -0.0978
C -1.677564 -3.317935 -1.082860 0.2 0.0 0.0 -0.0350
C -2.848832 -4.394256 0.846791 0.1 0.0 0.0 -0.1281
C -2.465052 -4.575878 2.312795 0.0 0.0 0.0 -0.1313
N -1.293483 -3.724987 2.486044 -0.3 0.1 0.2 -0.0879
C -0.448299 -4.111656 3.596159 0.1 0.0 -0.1 -0.0562
H 4.083135 2.332073 0.940421 0.0 0.0 0.0 0.1002
H 3.547164 0.649988 0.854805 0.1 0.1 0.0 0.0549
H 4.826312 1.105037 1.992688 0.0 0.0 -0.1 0.1013
H 3.471438 3.709375 2.741915 0.0 0.0 -0.1 0.0974
H 3.966961 2.688664 4.099823 0.0 0.0 0.0 0.1253
H 1.563704 4.198348 4.055026 0.0 0.0 0.0 0.1029
H 1.772117 2.752344 5.056273 0.0 0.0 0.0 0.1246
H -0.381870 1.835733 4.753064 0.0 0.0 0.0 0.0967
H -0.901420 1.355619 3.120806 0.0 0.0 0.0 0.0298
H -1.033450 3.043910 3.619813 0.0 0.0 0.0 0.0800
H 2.631132 -0.672468 2.279705 0.0 0.0 -0.1 0.1175
H 2.148099 -0.853431 0.583455 0.1 -0.1 0.0 0.0825
H 0.330552 -1.579701 2.885977 0.1 0.0 0.1 0.1101
H 1.628532 -2.695310 2.374696 0.1 0.1 0.0 0.1134
H -2.693750 -3.371183 -1.474664 0.0 0.0 0.0 0.0907
H -1.031927 -3.937073 -1.712248 0.0 0.1 0.0 0.0884
H -1.343939 -2.285250 -1.138755 0.1 0.1 0.0 0.0575
H -3.068116 -5.343619 0.353886 -0.1 0.0 0.0 0.1206
H -3.721579 -3.741785 0.739545 0.0 0.1 0.0 0.1148
H -2.220881 -5.621252 2.536118 0.1 0.0 0.0 0.1179
H -3.261885 -4.258230 2.988235 0.0 -0.1 0.0 0.1214
H -1.085679 -4.234029 4.471819 0.0 0.0 0.0 0.0912
H 0.297735 -3.359619 3.823457 -0.1 -0.1 0.0 0.0576
H 0.066206 -5.062380 3.402620 0.0 0.0 0.0 0.0965
S -2.408092 0.033850 1.262592 0.6 0.1 0.1 0.6541
C -3.396082 -0.093651 -0.126855 -0.5 -0.3 -0.5 -1.1087
N -2.957665 0.037291 -1.333947 0.4 0.1 -0.1 -0.0012
C -3.960602 -0.068884 -2.275144 -0.3 -0.1 0.1 -0.3122
C -3.812420 0.096185 -3.649874 0.1 0.0 0.0 -0.0118
C -4.931784 0.013033 -4.458254 0.2 0.0 0.0 -0.0893
C -6.189616 -0.261065 -3.921232 -0.1 0.0 0.1 -0.0990
C -6.350477 -0.456775 -2.559352 0.0 0.0 0.0 -0.0993
C -5.232655 -0.346638 -1.746050 0.1 0.0 0.1 -0.4758
S -5.118699 -0.462845 -0.009188 0.1 0.1 -0.1 1.0093
H -2.829141 0.300024 -4.055082 0.0 0.1 0.0 0.1098
H -4.819211 0.165734 -5.523816 -0.1 0.0 0.0 0.1003
H -7.058244 -0.310961 -4.564841 0.0 0.0 0.0 0.0994
H -7.320941 -0.678318 -2.134594 0.0 0.0 0.0 0.1048
Cl -0.335806 5.652957 2.202037 0.0 -0.1 0.1 0.6254
C 0.418850 5.081341 0.708408 -0.1 -0.2 -0.1 -1.4823
Cl -0.354647 5.896616 -0.661803 0.0 0.0 0.0 0.6488
Cl 2.132129 5.503467 0.724379 0.1 0.0 0.1 0.6204
C 0.204132 3.531832 0.519293 0.3 0.7 0.2 -0.8410
O -0.892828 3.084086 0.914617 0.2 -0.3 -0.3 -0.0882
O 1.121484 2.896226 -0.025427 -0.2 -0.1 0.2 -0.0500
```
Positions in Å, forces in eV/Å.



Density functional theory data (ωB97M-V with the def2-TZVPD basis set) for a molecular structure, C49H37Cl2CrIN4O2PSe at a distorted geometry.

Properties
Molecular weight, g mol⁻¹: 1073.60
HOMO level (spin up / spin down), eV: -4.9 / -4.9
⟨S²⟩: 3.804
LUMO energy (spin up / spin down), eV: -1.06 / -1.11
Multiplicity: 4
Relative energy (zero: lowest compared OMol25 entry of this formula, charge and spin), kJ/mol: 369.6

Structure (XYZ):
```
98
Properties=species:S:1:pos:R:3:forces:R:3:lowdin_spin:R:1
Cr 0.342973 -0.259489 0.371591 -1.1 0.7 1.0 2.9801
Cl -4.220279 -2.944700 4.551059 -0.1 -0.1 0.0 0.0004
C -2.892936 -2.018686 3.952145 0.1 0.0 0.0 0.0030
C -2.841566 -1.739109 2.590246 0.1 -0.1 0.0 0.0029
C -1.777827 -1.016244 2.075784 -0.2 0.0 0.6 0.0042
N -1.716862 -0.593293 0.750484 1.1 0.0 -0.8 -0.0038
C -1.810165 -1.563743 -0.202417 -0.4 -0.3 0.1 0.0012
O -2.225304 -1.467020 -1.342239 0.0 0.1 -0.2 -0.0043
C -1.040878 -2.807110 0.172036 0.0 -0.2 0.1 0.0054
C -1.491119 -4.106455 0.060046 0.1 0.0 0.0 -0.0005
C -0.649625 -5.124806 0.474812 0.1 0.1 0.0 0.0042
C 0.609721 -4.797171 0.962768 -0.2 0.0 0.0 -0.0007
C 0.994941 -3.471651 1.001765 0.1 0.0 0.0 0.0022
N 0.186937 -2.482420 0.608763 0.1 0.2 -0.1 -0.0107
C -0.765082 -0.577826 2.946904 -0.3 -0.1 0.0 0.0037
C -0.836733 -0.812644 4.302942 0.0 -0.1 0.0 0.0020
C -1.907007 -1.546225 4.804912 0.0 0.0 0.0 0.0043
Cl -1.968649 -1.853692 6.504386 0.0 0.0 0.1 0.0008
N 0.216769 0.156408 2.279206 0.8 0.0 -0.6 -0.0106
C 0.605270 1.395999 2.703584 -0.4 0.2 -0.2 0.0088
O 0.803370 1.755134 3.844578 0.1 -0.1 0.2 0.0168
C 0.594545 2.365826 1.554822 0.0 0.3 -0.1 0.0044
C 0.682181 3.721333 1.766336 0.0 -0.2 -0.1 -0.0007
C 0.454048 4.571726 0.686868 0.0 0.0 -0.3 0.0064
C 0.147455 4.035451 -0.548834 0.2 0.2 0.2 -0.0017
C 0.090848 2.654933 -0.690651 -0.3 -0.2 0.0 0.0077
N 0.317249 1.843505 0.340859 0.4 -0.7 0.0 -0.0241
H -3.649715 -2.060043 1.948022 0.0 0.0 0.0 0.0001
H -2.480506 -4.291428 -0.331805 0.0 0.0 0.0 0.0000
H -0.968502 -6.156211 0.422800 0.0 0.0 0.0 0.0002
H 1.294407 -5.554652 1.312253 0.0 0.0 0.0 -0.0002
H 1.971161 -3.197847 1.366125 0.0 0.0 0.0 0.0000
H -0.074478 -0.437010 4.968577 0.0 0.0 0.0 0.0002
H 0.896654 4.076632 2.762105 0.0 0.0 0.1 -0.0001
H 0.497633 5.643198 0.820746 0.0 0.1 0.0 0.0003
H -0.073377 4.659104 -1.400668 -0.1 0.0 0.0 -0.0003
H -0.151410 2.198430 -1.639189 0.0 0.1 0.0 -0.0004
I 0.319541 -0.689819 -2.363848 0.0 0.0 -0.1 -0.0026
C 2.139304 -0.185464 -3.306958 0.0 0.1 -0.3 0.0008
C 1.919641 -0.028926 -4.658932 -0.1 -0.1 0.4 -0.0001
C 2.963952 0.201762 -5.563650 0.1 0.0 0.0 -0.0002
C 4.235550 0.250588 -5.089236 -0.1 0.0 0.0 0.0007
C 4.502649 0.100231 -3.708582 0.1 0.0 -0.1 0.0002
C 5.857855 0.150625 -3.308523 0.0 0.0 0.1 0.0003
C 6.208532 0.031688 -2.000008 0.1 0.0 -0.1 -0.0005
C 5.194098 -0.100267 -1.049766 -0.1 0.0 0.0 -0.0012
C 3.856202 -0.169091 -1.375420 0.0 -0.1 -0.2 -0.0044
P 2.834765 -0.075429 0.142472 0.1 -0.1 0.1 -0.0057
C 3.522061 -1.357029 1.243562 -0.1 -0.1 0.0 0.0017
C 4.330682 -2.395503 0.785991 0.0 0.0 0.0 -0.0006
C 4.721930 -3.411070 1.645014 0.0 0.0 0.0 0.0003
C 4.315428 -3.402095 2.969681 0.0 0.0 0.0 -0.0006
C 3.490370 -2.385866 3.428279 0.0 -0.1 0.1 0.0001
C 3.081443 -1.380844 2.569903 0.0 0.1 0.0 -0.0001
C 3.496712 1.506041 0.757475 -0.1 0.0 0.2 0.0012
C 3.898059 1.722553 2.070013 0.0 0.0 0.0 -0.0009
C 4.363479 2.970445 2.456408 0.0 0.1 0.0 0.0001
C 4.430941 4.005197 1.540003 0.0 0.0 0.0 -0.0013
C 4.031091 3.791514 0.228209 0.0 0.1 0.0 0.0003
C 3.566928 2.551003 -0.160780 -0.1 0.1 -0.1 -0.0008
C 3.455571 -0.097296 -2.753286 0.0 -0.1 0.1 0.0002
H 0.912914 -0.099218 -5.048690 0.0 0.0 0.0 -0.0006
H 2.747104 0.319446 -6.614696 0.0 0.0 0.0 0.0000
H 5.074423 0.407926 -5.754002 0.0 0.0 0.0 0.0000
H 6.607247 0.294428 -4.074871 0.0 0.0 0.0 0.0000
H 7.241768 0.072158 -1.686642 0.0 0.0 0.0 -0.0001
H 5.481446 -0.114618 -0.007365 0.0 0.0 0.0 -0.0002
H 4.647201 -2.431249 -0.246093 0.0 0.0 0.0 0.0000
H 5.343151 -4.213702 1.271580 0.0 0.0 0.0 0.0000
H 4.629858 -4.189945 3.640074 0.0 0.0 0.0 0.0000
H 3.140465 -2.384122 4.451183 0.0 0.0 0.0 0.0000
H 2.372748 -0.646926 2.929327 0.0 0.1 0.0 -0.0001
H 3.857588 0.936453 2.807340 0.0 -0.1 0.0 0.0000
H 4.668268 3.126636 3.481514 0.0 0.0 0.0 0.0000
H 4.796286 4.976229 1.843607 0.0 0.0 0.0 -0.0001
H 4.077574 4.594162 -0.493802 0.0 0.0 0.0 0.0000
H 3.266110 2.398032 -1.190530 0.0 0.0 0.0 0.0000
C -7.641105 5.695439 0.492094 -0.1 0.0 0.0 0.0000
C -6.508724 4.780607 0.115887 0.1 0.0 0.0 0.0001
C -5.398874 4.627376 0.933015 0.0 0.0 0.0 0.0000
C -4.347897 3.777358 0.597955 -0.1 0.1 0.1 0.0002
C -3.191082 3.643763 1.540430 0.1 0.1 0.1 0.0001
C -4.388430 3.045654 -0.597145 0.2 0.1 0.0 0.0011
Se -2.941875 1.907508 -1.079603 0.1 0.0 -0.3 0.0103
C -5.517628 3.176554 -1.417381 -0.1 0.0 -0.1 0.0004
C -5.622920 2.403634 -2.694725 -0.1 0.0 -0.2 0.0004
C -6.544546 4.039188 -1.056247 -0.1 -0.1 0.0 0.0000
H -7.353598 6.361475 1.306804 0.0 0.0 0.0 0.0000
H -8.518193 5.131085 0.821734 0.0 0.0 0.0 0.0000
H -7.954143 6.312224 -0.353326 0.0 0.0 0.0 0.0000
H -5.346128 5.187313 1.862879 0.0 0.0 0.0 0.0000
H -3.273156 4.368934 2.354302 0.0 0.0 0.0 0.0000
H -2.243324 3.788566 1.015860 -0.1 0.0 0.0 -0.0001
H -3.149177 2.636825 1.967238 0.0 0.0 0.0 0.0000
H -4.924434 2.786536 -3.442792 0.0 0.0 0.0 0.0000
H -6.635988 2.467411 -3.097765 0.0 0.0 0.0 0.0000
H -5.355469 1.358099 -2.537678 0.0 0.0 0.0 0.0002
H -7.406387 4.129111 -1.711614 0.0 0.0 0.0 0.0000
```
Positions in Å, forces in eV/Å.